1.
A cluster of 4 separate species, C22H15F14NO2S in total, computed with ωB97M-V/def2-TZVPD.

```
55
Properties=species:S:1:pos:R:3
O -0.4806 -3.6474 0.3187
S -1.4997 -2.7509 0.7060
O -2.6973 -3.1333 1.3453
F -0.8656 -1.6073 1.5314
N -1.8298 -1.7602 -0.6504
F -2.9848 -1.0714 -0.3164
C -2.0647 -2.5067 -1.9035
F -2.4820 -3.7600 -1.6689
F -3.0207 -1.8659 -2.5620
C -0.7848 -2.5577 -2.8531
F -1.2348 -2.3628 -4.1065
F -0.2450 -3.7836 -2.7796
C 0.3227 -1.4906 -2.6113
F -0.2524 -0.2704 -2.7107
F 0.8693 -1.6330 -1.3952
C 1.4924 -1.5436 -3.6334
F 1.0629 -1.4051 -4.8791
F 2.3241 -0.5483 -3.3527
F 2.1544 -2.6907 -3.5326
F 3.8447 -1.9343 -6.1306
C 4.1839 -3.2204 -6.3588
C 3.1817 -4.1385 -6.5981
C 3.5354 -5.4600 -6.8282
C 4.8699 -5.8421 -6.8129
C 5.8569 -4.8973 -6.5679
C 5.5181 -3.5715 -6.3392
H 2.1484 -3.8181 -6.6005
H 2.7636 -6.1933 -7.0200
H 5.1396 -6.8741 -6.9912
H 6.8976 -5.1918 -6.5529
H 6.2699 -2.8175 -6.1495
F -2.2516 1.3245 0.9975
C -3.1285 1.8118 1.9017
C -2.6641 2.6573 2.8884
C -3.5729 3.1536 3.8116
C -4.9131 2.7979 3.7393
C -5.3503 1.9419 2.7377
C -4.4545 1.4408 1.8044
H -1.6163 2.9171 2.9254
H -3.2284 3.8216 4.5888
H -5.6161 3.1876 4.4632
H -6.3932 1.6604 2.6808
H -4.7723 0.7754 1.0131
F -0.6014 3.8107 4.9972
C -0.0474 4.6958 5.8553
C -0.6269 4.8664 7.0957
C -0.0550 5.7771 7.9723
C 1.0722 6.4964 7.5999
C 1.6328 6.3039 6.3447
C 1.0736 5.3949 5.4582
H -1.5053 4.2947 7.3632
H -0.4925 5.9227 8.9508
H 1.5131 7.2054 8.2872
H 2.5101 6.8642 6.0508
H 1.4946 5.2257 4.4765
```

Calculated values
SMILES: O=S(=O)(F)N(F)C(F)(F)C(F)(F)C(F)(F)C(F)(F)F.Fc1ccccc1.Fc1ccccc1.Fc1ccccc1
maximum force: 0.36 eV/Å
energy: -2848.79232 hartree
gap between HOMO and LUMO: 9.82 eV
HOMO: -9.22 eV

2.
A structure of composition C22H16AuBrN4O3 at a distorted geometry, computed with ωB97M-V/def2-TZVPD.

```
47
Properties=species:S:1:pos:R:3
Au -0.1893 -0.1459 0.2155
Br 3.8981 2.2000 -7.5653
C 3.8719 0.4468 -6.8452
C 5.0430 -0.3027 -6.8158
C 5.0388 -1.5554 -6.2544
C 3.8596 -2.0803 -5.6887
C 2.6675 -1.3263 -5.7827
C 2.6853 -0.0706 -6.3402
N 3.9385 -3.2788 -5.0818
N 3.0858 -3.8695 -4.3866
C 2.3959 -3.5429 -3.3230
C 1.3680 -4.4168 -2.8704
C 0.4485 -4.0337 -1.9455
C 0.4341 -2.7202 -1.3754
O -0.4654 -2.3312 -0.5955
C 1.5706 -1.8735 -1.7199
N 1.6262 -0.6746 -1.1396
C 2.6779 0.0984 -1.2832
C 3.8010 -0.3171 -1.9877
C 3.7522 -1.5265 -2.6522
C 2.5993 -2.3112 -2.5821
H 5.9495 0.1062 -7.2294
H 5.9437 -2.1398 -6.2032
H 1.7392 -1.7440 -5.4190
H 1.7848 0.5222 -6.3754
H 1.3056 -5.3963 -3.3186
H -0.3477 -4.7005 -1.6507
H 2.6145 1.0635 -0.8066
H 4.6835 0.2992 -2.0080
H 4.6124 -1.8778 -3.2012
C -0.4973 0.4442 2.2161
C -1.7877 1.0919 2.3135
C -1.8768 2.4888 2.3992
C -3.1030 3.1150 2.4679
C -4.2742 2.3728 2.4143
C -4.2024 0.9875 2.3487
C -2.9809 0.3518 2.3052
H -0.4212 -0.5053 2.7334
H 0.3333 1.1014 2.4543
H -0.9670 3.0738 2.4127
H -3.1443 4.1896 2.5629
H -5.2333 2.8716 2.4143
H -5.1117 0.4055 2.3319
H -2.9355 -0.7251 2.2315
O -1.6400 1.4882 -0.7945
N -0.8054 2.3810 -0.8482
O 0.3122 2.1737 -0.3939
```

Calculated values
maximum force: 2.23 eV/Å
energy: -4002.16735 hartree
gap between HOMO and LUMO (alpha / beta): 4.66 / 4.98 eV
HOMO (alpha / beta): -6.72 / -7.41 eV
spin multiplicity: 3

3.
A cluster of 2 separate species, C22H16BCl2NO5S in total, computed with ωB97M-V/def2-TZVPD.

```
48
Properties=species:S:1:pos:R:3
C -3.1684 0.9802 -0.5311
B -1.6012 1.1464 -0.5168
O -1.0946 2.2630 0.0775
C -0.6065 0.0918 -1.1447
C 0.1851 0.4735 -2.2332
C 1.0795 -0.4317 -2.7963
C 1.2225 -1.7145 -2.2910
C 0.4390 -2.1189 -1.2146
C -0.4662 -1.2211 -0.6690
S -1.4711 -1.7908 0.6937
C -0.2710 -2.7853 1.5133
C 0.6325 -3.5062 0.7318
C 1.5915 -4.2822 1.3621
C 1.6432 -4.3533 2.7484
C 0.7398 -3.6458 3.5218
C -0.2321 -2.8650 2.9065
C -1.2286 -2.1107 3.7041
Cl -0.7171 -0.5516 4.2602
C -2.4587 -2.5481 3.9766
C -3.5369 -1.8282 4.7179
Cl -2.9316 -4.1281 3.4252
N 0.5705 -3.4663 -0.6981
H -3.5720 0.9602 -1.5465
H -3.6362 1.8195 -0.0101
H -3.4687 0.0626 -0.0193
H -0.1681 2.1374 0.3133
H 0.1365 1.4780 -2.6671
H 1.6796 -0.1259 -3.6427
H 1.9218 -2.4217 -2.7200
H 2.2975 -4.8583 0.7785
H 2.3943 -4.9697 3.2279
H 0.7841 -3.6883 4.6041
H -4.4332 -1.8054 4.0927
H -3.7989 -2.3458 5.6409
H -3.2503 -0.7965 4.9018
H -0.2799 -3.9635 -0.9628
C 0.7912 5.3213 -2.6893
C 0.8510 3.9894 -3.0992
C 2.2696 3.3575 -3.1872
O 2.3419 2.1464 -3.4855
C 3.3898 4.1684 -2.9265
C 3.3403 5.5166 -2.5275
C 1.9132 6.1293 -2.3539
O 1.7991 7.2898 -1.9338
O 4.3259 6.2398 -2.3036
O -0.1292 3.2561 -3.3805
H -0.1779 5.8057 -2.5961
H 4.3586 3.6902 -3.0518
```

Calculated values
net charge: -2
maximum force: 0.77 eV/Å
energy: -2622.41696 hartree
gap between HOMO and LUMO: 3.51 eV
HOMO: -0.18 eV